Model A:
C2H3N5O | ωB97M-V/def2-TZVPD

Bonds (Å) are listed after each position.
Positions of all 11 atoms, in Å:
1 C 0.47504 -0.23538 0.06306  C2 1.548, N7 1.357, O11 1.304
2 C -0.14325 1.16571 -0.16020  C1 1.548, H5 1.179, N8 1.249
3 H 2.83473 0.74801 1.16521  N6 1.273
4 H 3.63683 -0.12218 -0.41948  N6 1.141
5 H 0.45233 2.17324 -0.29997  C2 1.179
6 N 2.69254 0.40291 -0.05202  H3 1.273, H4 1.141, N7 1.453
7 N 1.75144 -0.69614 0.07688  C1 1.357, N6 1.453
8 N -1.38006 1.22936 0.00448  C2 1.249, N9 1.337
9 N -2.20628 0.18539 0.13234  N8 1.337, N10 1.222
10 N -1.71902 -0.92969 0.02028  N9 1.222, O11 1.398
11 O -0.36062 -1.21548 -0.14208  C1 1.304, N10 1.398

Properties
- SMILES = N/N=c1\cnnno1
- multiplicity = 1
- HOMO level (eV) = -9.15

---

Model B:
C2H3N5O | ωB97M-V/def2-TZVPD

Bonds (Å) are listed after each position.
Positions of all 11 atoms, in Å:
1 C 0.52025 0.19203 0.00202  C2 1.458, N6 1.274, N10 1.347
2 C -0.54459 1.18420 -0.07953  C1 1.458, H4 1.075, N7 1.284
3 H 3.42556 -0.15967 -0.15823  O11 0.951
4 H -0.34481 2.23780 -0.00013  C2 1.075
5 H -2.88455 -0.92107 0.25151  N8 1.037
6 N 1.76195 0.46809 0.07500  C1 1.274, O11 1.327
7 N -1.74214 0.72708 -0.00933  C2 1.284, N8 1.296
8 N -1.94942 -0.55261 -0.00515  H5 1.037, N7 1.296, N9 1.330
9 N -1.00721 -1.49159 -0.02968  N8 1.330, N10 1.250
10 N 0.18415 -1.11188 -0.03258  C1 1.347, N9 1.250
11 O 2.58081 -0.57239 -0.01391  H3 0.951, N6 1.327

Properties
- SMILES = O/N=c1/cn[nH]nn1
- multiplicity = 1
- HOMO level (eV) = -8.37

---

Relative energy of each structure, in hartree: model A 0.0918; model B 0.0000.

---

Model A:
C20H24ClN3O4S | ωB97M-V/def2-TZVPD

Bonds (Å) are listed after each position.
Positions of all 53 atoms, in Å:
1 C 4.36640 1.43636 2.55330  C2 1.525, H51 1.087, H52 1.087, H53 1.086
2 C 4.10973 2.62120 1.62804  C1 1.525, H3 1.096, H4 1.093, O5 1.418
3 H 3.64857 3.45415 2.17073  C2 1.096
4 H 5.05462 2.96794 1.20157  C2 1.093
5 O 3.33026 2.27154 0.49680  C2 1.418, C6 1.346
6 C 1.99541 2.13654 0.59970  O5 1.346, C7 1.395, C11 1.408
7 C 1.23543 2.34164 1.75160  C6 1.395, C8 1.385, H50 1.078
8 C -0.13943 2.17307 1.73213  C7 1.385, C9 1.379, H49 1.078
9 C -0.76879 1.80337 0.56244  C8 1.379, C10 1.384, S14 1.791
10 C -0.04431 1.60622 -0.60035  C9 1.384, C11 1.380, H13 1.078
11 C 1.32555 1.76995 -0.58357  C6 1.408, C10 1.380, Cl12 1.721
12 Cl 2.24549 1.52276 -2.01657  C11 1.721
13 H -0.56376 1.33816 -1.50623  C10 1.078
14 S -2.53157 1.48714 0.55165  C9 1.791, O15 1.430, O16 1.440, N17 1.681
15 O -3.23489 2.53452 1.22541  S14 1.430
16 O -2.91254 1.18297 -0.80293  S14 1.440
17 N -2.57544 0.14052 1.55705  S14 1.681, C18 1.441, C41 1.452
18 C -1.84797 -0.98572 1.02825  N17 1.441, H19 1.093, C20 1.539, H48 1.096
19 H -0.90087 -0.60679 0.63661  C18 1.093
20 C -2.63157 -1.73520 -0.06397  C18 1.539, C21 1.520, H38 1.093, C39 1.527
21 C -1.71727 -2.85284 -0.53734  C20 1.520, O22 1.212, N23 1.355
22 O -1.64446 -3.93969 -0.00490  C21 1.212
23 N -0.92674 -2.48063 -1.57268  C21 1.355, H24 1.008, C25 1.447
24 H -1.01497 -1.54638 -1.94172  N23 1.008
25 C 0.23854 -3.23545 -1.98136  N23 1.447, C26 1.506, H36 1.095, H37 1.094
26 C 1.50244 -2.51832 -1.58623  C25 1.506, C27 1.391, C31 1.391
27 C 2.52517 -2.26344 -2.49345  C26 1.391, N28 1.320, H35 1.083
28 N 3.63424 -1.61710 -2.18508  C27 1.320, C29 1.320
29 C 3.78022 -1.17290 -0.95013  N28 1.320, C30 1.388, H34 1.082
30 C 2.83132 -1.37165 0.04247  C29 1.388, C31 1.383, H33 1.079
31 C 1.67688 -2.06004 -0.28408  C26 1.391, C30 1.383, H32 1.081
32 H 0.91619 -2.25116 0.45998  C31 1.081
33 H 2.98973 -1.00234 1.04380  C30 1.079
34 H 4.69802 -0.63545 -0.75258  C29 1.082
35 H 2.45151 -2.60002 -3.52011  C27 1.083
36 H 0.17062 -4.20067 -1.46854  C25 1.095
37 H 0.21763 -3.40320 -3.06232  C25 1.094
38 H -2.83799 -1.03777 -0.87977  C20 1.093
39 C -3.95187 -2.21054 0.53866  C20 1.527, C40 1.529, H46 1.092, H47 1.091
40 C -4.72150 -0.99353 1.05354  C39 1.529, C41 1.530, H44 1.091, H45 1.092
41 C -3.88600 -0.21461 2.07117  N17 1.452, C40 1.530, H42 1.091, H43 1.095
42 H -4.37373 0.72221 2.34276  C41 1.091
43 H -3.72992 -0.81379 2.97455  C41 1.095
44 H -5.65743 -1.30462 1.51929  C40 1.091
45 H -4.95393 -0.33391 0.21490  C40 1.092
46 H -3.74607 -2.90960 1.35209  C39 1.092
47 H -4.53866 -2.73617 -0.21622  C39 1.091
48 H -1.63800 -1.67240 1.85587  C18 1.096
49 H -0.73173 2.32739 2.61898  C8 1.078
50 H 1.71042 2.63653 2.67318  C7 1.078
51 H 3.43718 1.05093 2.96628  C1 1.087
52 H 4.85905 0.63900 2.00264  C1 1.087
53 H 5.01111 1.74702 3.37061  C1 1.086

Properties
- SMILES = CCOc1ccc(S(=O)(=O)N2CCC[C@H](C(=O)NCc3cccnc3)C2)cc1Cl
- multiplicity = 1
- HOMO level (eV) = -9.12

---

Model B:
C20H24ClN3O4S | ωB97M-V/def2-TZVPD

Bonds (Å) are listed after each position.
Positions of all 53 atoms, in Å:
1 C -0.34038 5.51387 1.51364  C2 1.525, H51 1.087, H52 1.087, H53 1.087
2 C 0.32378 4.16351 1.76340  C1 1.525, H3 1.093, H4 1.096, O5 1.417
3 H 0.98043 4.23118 2.63509  C2 1.093
4 H -0.41851 3.37934 1.94895  C2 1.096
5 O 1.18868 3.78261 0.70805  C2 1.417, C6 1.345
6 C 0.68903 3.22877 -0.41074  O5 1.345, C7 1.394, C11 1.408
7 C -0.65880 2.99638 -0.68114  C6 1.394, C8 1.385, H50 1.077
8 C -1.04387 2.37414 -1.85662  C7 1.385, C9 1.379, H49 1.079
9 C -0.09227 1.97964 -2.77344  C8 1.379, C10 1.383, S14 1.794
10 C 1.25008 2.23200 -2.55455  C9 1.383, C11 1.380, H13 1.078
11 C 1.63414 2.85441 -1.38425  C6 1.408, C10 1.380, Cl12 1.720
12 Cl 3.29834 3.16373 -1.07642  C11 1.720
13 H 1.97438 1.94579 -3.30010  C10 1.078
14 S -0.57620 1.02093 -4.21027  C9 1.794, O15 1.433, O16 1.432, N17 1.663
15 O -1.92857 1.35568 -4.54612  S14 1.433
16 O 0.44767 1.15172 -5.20341  S14 1.432
17 N -0.58387 -0.57557 -3.74618  S14 1.663, C18 1.440, C41 1.441
18 C 0.68204 -1.20801 -3.48014  N17 1.440, C19 1.531, H47 1.097, H48 1.090
19 C 1.07775 -1.12890 -2.00351  C18 1.531, H20 1.092, H21 1.091, C22 1.536
20 H 1.99354 -1.70110 -1.84243  C19 1.092
21 H 1.27193 -0.09155 -1.72804  C19 1.091
22 C -0.04507 -1.66899 -1.10452  C19 1.536, C23 1.527, C40 1.531, H46 1.095
23 C 0.34157 -1.34795 0.33771  C22 1.527, O24 1.215, N25 1.349
24 O 0.09338 -0.27900 0.85931  C23 1.215
25 N 1.03725 -2.32211 0.95866  C23 1.349, H26 1.007, C27 1.450
26 H 1.16000 -3.21765 0.51418  N25 1.007
27 C 1.50499 -2.19775 2.32532  N25 1.450, C28 1.508, H38 1.092, H39 1.093
28 C 0.61490 -2.95804 3.27603  C27 1.508, N29 1.325, C33 1.392
29 N 1.13448 -4.03663 3.84391  C28 1.325, C30 1.322
30 C 0.38017 -4.73978 4.67111  N29 1.322, C31 1.386, H37 1.082
31 C -0.93312 -4.41246 4.96914  C30 1.386, C32 1.387, H36 1.079
32 C -1.48046 -3.28894 4.36730  C31 1.387, C33 1.384, H35 1.080
33 C -0.69463 -2.54515 3.50442  C28 1.392, C32 1.384, H34 1.079
34 H -1.07199 -1.66052 3.01514  C33 1.079
35 H -2.50069 -2.99720 4.57101  C32 1.080
36 H -1.51008 -5.01766 5.65068  C31 1.079
37 H 0.85657 -5.60673 5.10998  C30 1.082
38 H 2.52388 -2.58288 2.40052  C27 1.092
39 H 1.48637 -1.13096 2.56362  C27 1.093
40 C -1.37144 -0.98170 -1.43817  C22 1.531, C41 1.529, H44 1.090, H45 1.092
41 C -1.67523 -1.05123 -2.93465  N17 1.441, C40 1.529, H42 1.097, H43 1.090
42 H -1.88082 -2.08907 -3.22411  C41 1.097
43 H -2.54194 -0.44120 -3.18913  C41 1.090
44 H -1.30185 0.05656 -1.11260  C40 1.090
45 H -2.18198 -1.45726 -0.88236  C40 1.092
46 H -0.13876 -2.75112 -1.24501  C22 1.095
47 H 0.60601 -2.25812 -3.78734  C18 1.097
48 H 1.41955 -0.71263 -4.11181  C18 1.090
49 H -2.08528 2.19909 -2.07616  C8 1.079
50 H -1.41672 3.28173 0.02936  C7 1.077
51 H -0.97140 5.48549 0.62876  C1 1.087
52 H -0.94814 5.78586 2.37225  C1 1.087
53 H 0.42114 6.27542 1.36571  C1 1.087

Properties
- SMILES = CCOc1ccc(S(=O)(=O)N2CCC(C(=O)NCc3ccccn3)CC2)cc1Cl
- multiplicity = 1
- HOMO level (eV) = -8.75

---

Relative energy of each structure, in hartree: model A 0.0021; model B 0.0000.